[1]
C16H11CrN3O4 | wB97M-V/def2-TZVPD

Geometry as XYZ:
```
35
Properties=species:S:1:pos:R:3:mulliken_charge:R:1
Cr 0.933 1.986 0.827 -0.404
O 2.663 0.213 -0.879 -0.287
C 2.200 1.021 -0.180 0.571
C 0.544 3.411 1.983 0.503
O 0.237 4.257 2.723 -0.223
C 0.469 2.944 -0.720 0.525
O 0.156 3.483 -1.706 -0.247
C 1.569 1.109 2.370 0.503
O 1.997 0.654 3.353 -0.234
C 3.418 5.679 1.395 -0.453
H 4.200 5.140 1.935 0.256
H 3.587 5.871 0.333 0.270
C 2.317 6.109 2.015 -0.638
H 1.555 6.694 1.498 0.287
H 2.157 5.933 3.078 0.284
N -1.903 -7.854 -1.971 -0.215
C -1.742 -6.699 -1.860 -0.170
C -1.527 -5.286 -1.652 0.552
C -0.425 -4.851 -0.902 -0.913
C -0.304 -3.510 -0.503 -0.590
C -1.299 -2.598 -0.897 2.189
C -2.353 -3.001 -1.732 -0.558
C -2.448 -4.343 -2.125 -0.832
N -1.267 -1.271 -0.404 0.331
C -2.229 -0.274 -0.598 -0.215
C -1.724 0.878 -0.074 -0.925
N -0.418 0.620 0.363 0.154
C -0.216 -0.699 0.242 -0.380
H 0.332 -5.590 -0.634 0.481
H 0.537 -3.198 0.128 0.329
H -3.095 -2.278 -2.071 0.323
H -3.244 -4.667 -2.794 0.489
H -3.141 -0.471 -1.134 0.417
H -2.193 1.844 0.049 0.525
H 0.658 -1.256 0.546 0.295
```

Calculated values
- total charge = +2
- HOMO (alpha / beta) (eV) = -14.32 / -14.33
- max |F| (eV/A) = 6.59
- energy relative to the best compared isomer or geometry (same formula, charge and spin) (kJ/mol) = 0.0
- electronic energy (eV) = -57831.1335
- multiplicity = 5
- E_LUMO (alpha / beta) (eV) = -8.057 / -11.813

---

[2]
C16H11F2OPS4Se2Sn | wB97M-V/def2-TZVPD

Geometry as XYZ:
```
38
Properties=species:S:1:pos:R:3:mulliken_charge:R:1
Sn 0.157 -0.204 0.399 0.808
Se -2.467 1.829 0.698 -0.378
P -1.936 2.042 -1.320 0.516
Se 0.039 1.115 -1.800 -0.217
C -3.139 1.176 -2.380 0.583
C -2.967 -0.184 -2.627 -0.006
C -3.932 -0.910 -3.307 -0.752
C -5.091 -0.286 -3.748 -0.373
C -5.286 1.061 -3.482 -0.803
C -4.323 1.785 -2.794 -0.357
C -1.673 3.752 -1.891 0.661
C -0.626 4.420 -1.248 -0.338
C -0.366 5.751 -1.523 -0.812
C -1.149 6.438 -2.443 -0.381
C -2.185 5.782 -3.086 -0.803
C -2.450 4.446 -2.811 -0.220
H -2.068 -0.684 -2.299 0.014
H -3.774 -1.965 -3.492 0.411
H -5.845 -0.850 -4.284 0.381
H -6.197 1.554 -3.797 0.387
H -4.540 2.813 -2.539 0.511
H -0.021 3.897 -0.519 0.273
H 0.450 6.252 -1.016 0.389
H -0.948 7.480 -2.658 0.381
H -2.795 6.304 -3.813 0.391
H -3.245 3.961 -3.353 0.412
O 3.451 -6.283 0.187 -0.536
C 2.925 -5.211 0.116 0.555
S 1.307 -4.941 -0.554 -0.135
C 1.311 -3.197 -0.377 0.212
C 2.393 -2.633 0.220 0.241
S 2.510 -0.984 0.729 -0.400
S 3.685 -3.708 0.692 -0.136
S -0.055 -2.303 -0.915 -0.313
F 1.235 2.281 1.539 -0.222
C 0.672 1.189 2.096 0.005
F -0.292 1.579 2.939 -0.218
H 1.431 0.635 2.662 0.267
```

Calculated values
- HOMO (eV) = -7.98
- max |F| (eV/A) = 0.95
- energy relative to the best compared isomer or geometry (same formula, charge and spin) (kJ/mol) = 25.4
- electronic energy (eV) = -213407.7899
- multiplicity = 1
- E_LUMO (eV) = -1.800

---

[3]
C16H11N | wB97M-V/def2-TZVPD

Geometry as XYZ:
```
28
Properties=species:S:1:pos:R:3:mulliken_charge:R:1
C 2.833 1.019 -3.196 -0.643
C 1.612 1.350 -2.670 -0.911
C 1.547 0.686 -1.372 0.636
C 2.680 -0.108 -1.233 0.115
C 2.871 -0.878 -0.079 -0.881
C 1.958 -0.832 0.976 -1.057
C 0.821 0.019 0.885 0.890
C -0.155 0.179 1.912 0.698
C -1.215 1.091 1.738 1.197
C -1.376 1.766 0.517 -1.152
C -0.450 1.614 -0.471 -1.097
C 0.618 0.763 -0.313 1.562
C -2.086 1.333 2.719 -0.670
C -2.022 0.625 4.059 -0.657
N -0.836 -0.235 4.233 -0.647
C -0.038 -0.465 3.207 -0.544
C 3.465 0.067 -2.348 -0.831
H 3.228 1.379 -4.142 0.413
H 0.877 1.984 -3.101 0.460
H 3.840 -1.410 0.062 0.324
H 2.157 -1.413 1.867 0.233
H -2.198 2.464 0.395 0.329
H -0.585 2.137 -1.400 0.305
H -2.919 1.974 2.535 0.426
H -2.034 1.324 4.890 0.363
H -2.923 0.014 4.164 0.309
H 0.758 -1.153 3.475 0.386
H 4.391 -0.479 -2.495 0.444
```

Calculated values
- HOMO (eV) = -6.93
- max |F| (eV/A) = 3.81
- energy relative to the best compared isomer or geometry (same formula, charge and spin) (kJ/mol) = 0.0
- electronic energy (eV) = -18257.9156
- multiplicity = 1
- structure (SMILES) = C1=Cc2c(ccc3c4c(ccc23)=CCN=C4)=C1
- E_LUMO (eV) = -1.842

---

[4]
C16H11N3O4Sc | wB97M-V/def2-TZVPD

Geometry as XYZ:
```
35
Properties=species:S:1:pos:R:3:mulliken_charge:R:1
Sc 0.907 0.495 0.439 1.288
N -0.262 1.733 1.948 -0.502
C -1.470 2.228 1.225 0.606
C -2.341 3.066 1.873 -0.729
C -3.449 3.576 1.202 -0.575
C -3.671 3.243 -0.132 -0.899
C -2.676 2.526 -0.854 0.977
C -2.828 2.211 -2.236 -0.382
C -1.794 1.537 -2.900 -0.809
C -0.660 1.087 -2.224 -0.085
N -0.551 1.280 -0.856 -0.271
C -1.541 2.007 -0.192 0.082
H -0.461 0.929 2.602 0.454
H 0.219 2.441 2.495 0.331
H -2.166 3.303 2.920 0.456
H -4.135 4.299 1.664 0.403
H -4.619 3.520 -0.667 0.344
H -3.806 2.477 -2.687 0.403
H -1.789 1.352 -3.973 0.384
H 0.122 0.596 -2.755 0.544
O 2.310 -6.286 0.660 -0.691
C 3.084 -5.396 0.316 0.492
O 4.249 -5.543 -0.049 -0.680
C 2.512 -4.052 0.285 0.386
C 1.184 -3.855 0.673 -0.774
C 0.646 -2.582 0.620 -0.022
N 1.438 -1.481 0.442 -0.217
C 2.727 -1.668 -0.002 0.428
C 3.315 -2.929 -0.020 -0.636
C 3.558 -0.376 -0.320 0.517
O 4.717 -0.380 -0.694 -0.523
O 2.776 0.718 -0.270 -0.702
H 0.532 -4.673 1.032 0.424
H -0.419 -2.355 0.810 0.437
H 4.343 -3.050 -0.375 0.540
```

Calculated values
- total charge = +1
- HOMO (eV) = -9.77
- max |F| (eV/A) = 3.37
- electronic energy (eV) = -50125.6731
- multiplicity = 1
- E_LUMO (eV) = -5.869

---

[5]
C16H12BF4N3OS5Ti | wB97M-V/def2-TZVPD

Geometry as XYZ:
```
43
Properties=species:S:1:pos:R:3:mulliken_charge:R:1
Ti -0.416 0.276 -1.412 0.289
N 1.273 0.287 2.390 -0.010
C 0.401 0.225 3.461 -0.018
C 0.895 0.216 4.763 -0.699
C 0.036 0.180 5.852 -0.519
C -1.334 0.149 5.647 -0.670
C -1.834 0.154 4.350 -0.634
C -0.987 0.195 3.255 0.842
S -1.660 0.223 1.626 -0.356
N -0.317 0.161 0.611 0.270
C 0.935 0.181 1.047 0.473
C 1.976 0.133 0.083 0.891
C 3.354 0.061 0.380 -1.130
C 4.271 0.033 -0.641 -0.428
C 3.814 0.072 -1.970 -0.961
C 2.457 0.127 -2.203 -0.239
N 1.540 0.166 -1.230 0.617
H 2.250 0.312 2.606 0.007
H 1.971 0.236 4.910 0.322
H 0.440 0.172 6.857 0.343
H -2.015 0.121 6.489 0.344
H -2.904 0.129 4.173 0.379
H 3.704 -0.001 1.403 0.247
H 5.328 -0.031 -0.416 0.392
H 4.504 0.041 -2.802 0.389
H 2.067 0.143 -3.213 0.386
O -5.368 0.343 -6.307 -0.682
C -4.506 0.314 -5.449 0.571
S -4.827 0.279 -3.723 -0.189
C -3.149 0.233 -3.151 0.049
C -2.203 0.222 -4.113 0.038
S -0.485 0.180 -3.871 -0.640
S -2.781 0.259 -5.785 -0.206
S -2.901 0.215 -1.438 -0.528
C -0.397 2.391 -1.375 -0.923
H -0.860 2.781 -0.457 0.185
H -1.001 2.753 -2.213 0.248
H 0.596 2.855 -1.468 0.235
F -0.408 -1.930 -1.350 0.243
B -0.380 -3.397 -1.339 0.244
F -0.048 -3.789 -0.034 -0.410
F 0.605 -3.806 -2.240 -0.397
F -1.635 -3.865 -1.702 -0.367
```

Calculated values
- total charge = -2
- HOMO (alpha / beta) (eV) = -0.83 / -0.98
- max |F| (eV/A) = 3.55
- electronic energy (eV) = -112152.7506
- multiplicity = 3
- E_LUMO (alpha / beta) (eV) = 4.157 / 4.150

---

[6]
C16H12CdN4O4S | wB97M-V/def2-TZVPD

Geometry as XYZ:
```
38
Properties=species:S:1:pos:R:3:mulliken_charge:R:1
Cd -0.084 0.088 -0.492 0.743
N -1.772 1.309 0.394 -0.554
C -1.511 2.706 0.044 0.546
C -2.400 3.680 0.392 -0.558
C -2.175 5.031 0.053 -0.679
C -1.057 5.377 -0.642 -0.983
C -0.112 4.390 -1.015 1.042
C 1.056 4.713 -1.740 -0.413
C 1.949 3.738 -2.079 -0.695
C 1.680 2.426 -1.683 0.014
N 0.599 2.083 -1.005 -0.606
C -0.327 3.043 -0.664 0.280
H -2.610 0.976 -0.085 0.436
H -1.964 1.235 1.390 0.367
H -3.299 3.411 0.933 0.458
H -2.899 5.779 0.344 0.424
H -0.873 6.407 -0.919 0.421
H 1.231 5.744 -2.023 0.444
H 2.849 3.954 -2.636 0.416
H 2.376 1.632 -1.925 0.394
O 2.294 -3.769 1.513 -0.013
N 1.700 -3.034 0.969 0.510
O 0.968 -3.913 -0.391 -0.513
C 0.108 -3.298 -1.099 0.586
N -0.398 -2.095 -0.869 -0.584
S -1.443 -1.673 -2.136 1.398
O -0.725 -0.583 -2.782 -0.720
O -2.724 -1.356 -1.590 -0.581
C -1.342 -3.181 -2.977 0.401
C -1.996 -3.584 -4.119 -0.649
C -1.698 -4.868 -4.576 -0.511
C -0.795 -5.685 -3.906 -0.595
C -0.150 -5.254 -2.748 -0.468
C -0.437 -3.984 -2.292 0.395
H -2.704 -2.951 -4.634 0.477
H -2.185 -5.232 -5.471 0.432
H -0.592 -6.676 -4.287 0.424
H 0.544 -5.892 -2.219 0.518
```

Calculated values
- total charge = +2
- HOMO (eV) = -15.07
- max |F| (eV/A) = 0.56
- energy relative to the best compared isomer or geometry (same formula, charge and spin) (kJ/mol) = 0.0
- electronic energy (eV) = -46319.6049
- multiplicity = 1
- E_LUMO (eV) = -7.860